1.
The following is a DFT calculation (ωB97M-V/def2-TZVPD) of a cluster of 2 separate species, C21H42F4O5PS in total.

Geometry as XYZ:
```
74
Properties=species:S:1:pos:R:3:mulliken_charge:R:1
O 4.572 -4.833 4.465 -0.508
S 5.005 -3.598 3.915 1.099
O 5.975 -3.533 2.878 -0.560
O 5.483 -2.571 5.068 -0.343
C 4.380 -1.800 5.528 0.052
F 3.659 -2.516 6.432 -0.248
C 3.640 -1.532 4.217 -0.185
C 2.263 -0.888 4.229 -0.292
C 1.166 -1.439 5.149 -0.043
O 0.046 -0.561 5.108 -0.595
C 0.666 -2.825 4.717 0.809
F 1.537 -3.785 5.016 -0.226
F 0.449 -2.868 3.384 -0.274
F -0.481 -3.128 5.311 -0.292
O 3.687 -2.764 3.500 -0.204
H 4.794 -0.893 5.970 0.344
H 4.311 -0.818 3.712 0.449
H 1.877 -0.884 3.202 -0.224
H 2.406 0.162 4.515 0.493
H 1.481 -1.491 6.191 0.423
H 0.086 -0.034 4.300 0.321
C 1.114 1.823 1.547 -1.176
C 0.881 2.588 0.249 -0.018
C -0.595 2.896 -0.002 -1.216
C -1.455 1.697 -0.437 -1.123
P -1.363 1.181 -2.162 1.229
C -1.596 2.669 -3.169 -1.437
C -2.776 3.611 -2.882 -0.797
C -4.178 3.159 -3.300 -0.412
C -4.287 2.654 -4.735 -1.256
C -2.761 0.094 -2.490 -0.672
C -2.941 -1.250 -1.765 -1.007
C -2.006 -2.394 -2.154 0.390
C -1.844 -2.608 -3.655 -1.404
C 0.236 0.604 -2.780 -0.957
C 0.979 -0.669 -2.335 -1.241
C 1.102 -0.957 -0.829 0.552
C 2.512 -0.718 -0.292 -1.445
H 0.555 0.883 1.574 0.027
H 2.171 1.579 1.659 0.441
H 0.814 2.419 2.411 0.552
H 1.307 2.026 -0.585 -0.173
H 1.429 3.530 0.290 0.492
H -0.685 3.698 -0.737 0.367
H -1.032 3.286 0.920 0.570
H -2.510 1.963 -0.307 0.673
H -1.300 0.840 0.220 0.640
H -1.583 2.356 -4.216 0.754
H -0.673 3.241 -3.033 0.522
H -2.552 4.541 -3.410 0.501
H -2.789 3.870 -1.820 0.244
H -4.839 4.020 -3.183 0.450
H -4.570 2.411 -2.607 0.253
H -4.075 3.451 -5.448 0.366
H -5.294 2.289 -4.935 0.369
H -3.602 1.830 -4.944 0.249
H -2.843 -0.023 -3.573 0.552
H -3.617 0.709 -2.201 0.057
H -3.968 -1.559 -1.967 0.459
H -2.884 -1.090 -0.685 0.351
H -2.401 -3.308 -1.707 0.476
H -1.033 -2.246 -1.688 -0.452
H -2.778 -2.936 -4.113 0.354
H -1.095 -3.375 -3.852 0.419
H -1.515 -1.704 -4.175 0.301
H 0.901 1.468 -2.679 0.753
H 0.064 0.523 -3.860 0.583
H 1.982 -0.591 -2.759 0.581
H 0.531 -1.521 -2.845 0.227
H 0.847 -2.001 -0.643 0.582
H 0.383 -0.369 -0.255 -0.361
H 3.210 -1.435 -0.725 0.521
H 2.546 -0.842 0.791 -0.051
H 2.873 0.285 -0.531 0.348
```

Summary:
- E_tot (eV) = -63684.469
- HOMO level (eV) = -13.16
- E_LUMO (eV) = -2.23
- total charge = +1

2.
The following is a DFT calculation (ωB97M-V/def2-TZVPD) of a cluster of 2 separate species, C3H4Cl2O in total.

Geometry as XYZ:
```
10
Properties=species:S:1:pos:R:3:nbo_charge:R:1
C -1.535 -2.317 3.285 0.406
C -0.212 0.136 -0.085 -0.692
C 0.531 -1.138 0.223 -0.208
O -1.337 -2.257 4.474 -0.491
Cl -3.038 -2.866 2.632 -0.028
Cl -0.356 -2.156 1.190 0.121
H 0.168 0.597 -1.042 0.237
H -0.255 0.757 0.823 0.231
H -1.300 -0.195 -0.173 0.227
H 1.603 -1.216 0.524 0.196
```

Summary:
- E_tot (eV) = -30264.094
- HOMO level (alpha / beta) (eV) = -8.82 / -8.39
- E_LUMO (alpha / beta) (eV) = -0.20 / -1.08
- total charge = 0

3.
The following is a DFT calculation (ωB97M-V/def2-TZVPD) of a structure of composition C28H74BrN5O2Si2.

Geometry as XYZ:
```
112
Properties=species:S:1:pos:R:3:mulliken_charge:R:1
C -1.501 -1.896 0.258 -1.000
C -2.783 -2.216 -0.510 -0.018
C -2.840 -1.714 -1.953 -0.428
Br -1.238 -2.258 -2.949 -0.181
Si -3.103 0.125 -2.270 0.390
O -2.092 1.087 -1.405 -0.499
O -4.670 0.440 -1.891 -0.017
Si -5.489 0.743 -0.496 0.510
C -6.854 -0.523 -0.232 -0.496
N -6.693 -1.735 -1.041 -0.596
H -0.755 -2.680 0.132 0.012
H -1.692 -1.797 1.326 0.435
H -1.021 -0.979 -0.088 0.124
H -3.647 -1.782 0.008 0.054
H -2.944 -3.296 -0.505 0.380
H -3.654 -2.221 -2.475 0.574
H -2.900 0.435 -3.687 -0.238
H -1.855 0.838 -0.511 0.340
H -6.055 2.105 -0.555 -0.252
H -4.524 0.670 0.637 -0.173
H -6.892 -0.715 0.849 0.309
H -7.806 -0.049 -0.487 0.366
H -5.722 -1.984 -1.175 0.171
H -7.154 -2.530 -0.618 0.235
C 0.842 -5.596 0.268 -1.405
C 1.741 -4.740 1.145 -0.580
N 1.128 -4.415 2.422 0.302
C 1.787 -3.329 3.129 -1.111
C 3.229 -3.547 3.597 -0.490
C 0.715 -5.554 3.231 -0.738
C 1.773 -6.611 3.563 -0.932
H -0.145 -5.137 0.190 0.257
H 1.263 -5.679 -0.734 0.425
H 0.718 -6.608 0.657 0.334
H 1.931 -3.788 0.639 0.497
H 2.722 -5.232 1.245 0.386
H 1.163 -3.074 3.991 0.404
H 1.767 -2.460 2.464 0.366
H 3.290 -4.255 4.423 0.189
H 3.650 -2.600 3.942 0.200
H 3.863 -3.912 2.788 0.295
H -0.112 -6.049 2.716 0.381
H 0.295 -5.149 4.155 0.380
H 2.300 -6.941 2.667 0.246
H 1.291 -7.487 4.000 0.378
H 2.516 -6.250 4.273 0.235
C 6.904 -3.659 5.496 -1.269
C 7.627 -2.595 6.305 -0.423
N 7.552 -1.281 5.690 0.101
C 8.478 -0.313 6.253 -0.718
C 8.284 0.098 7.716 -0.981
C 6.211 -0.796 5.397 -0.716
C 5.204 -0.748 6.551 -0.982
H 7.238 -3.642 4.458 0.322
H 7.100 -4.649 5.909 0.459
H 5.823 -3.506 5.507 0.127
H 8.689 -2.849 6.375 0.495
H 7.241 -2.611 7.337 0.272
H 8.445 0.578 5.621 0.368
H 9.483 -0.733 6.142 0.420
H 7.397 0.715 7.854 0.217
H 9.145 0.678 8.053 0.402
H 8.196 -0.772 8.368 0.276
H 5.792 -1.422 4.605 0.343
H 6.322 0.201 4.965 0.354
H 5.165 -1.700 7.085 0.238
H 4.204 -0.554 6.158 0.400
H 5.434 0.031 7.276 0.299
C 0.059 1.566 -4.455 -0.987
C 0.132 1.821 -5.951 -0.436
N 1.163 1.029 -6.601 0.087
C 1.469 1.460 -7.954 -0.718
C 0.369 1.340 -9.014 -0.978
C 1.077 -0.410 -6.389 -0.712
C -0.246 -1.102 -6.736 -0.741
H 1.038 1.694 -3.991 0.315
H -0.642 2.258 -3.986 0.413
H -0.290 0.555 -4.241 -0.074
H 0.375 2.871 -6.135 0.492
H -0.868 1.659 -6.385 0.242
H 2.349 0.901 -8.286 0.365
H 1.776 2.509 -7.891 0.413
H 0.169 0.303 -9.281 0.217
H 0.673 1.864 -9.922 0.403
H -0.566 1.788 -8.671 0.277
H 1.297 -0.610 -5.338 0.316
H 1.891 -0.863 -6.960 0.378
H -1.094 -0.594 -6.273 0.144
H -0.237 -2.125 -6.354 0.336
H -0.426 -1.147 -7.809 0.238
C -6.079 8.715 -1.317 -1.418
C -5.766 7.339 -1.883 -0.337
N -4.418 6.897 -1.574 0.179
C -3.975 5.763 -2.369 -1.021
C -4.711 4.433 -2.187 -0.586
C -4.075 6.862 -0.159 -0.718
C -4.977 6.044 0.772 -0.774
H -5.310 9.431 -1.611 0.334
H -7.041 9.064 -1.695 0.433
H -6.140 8.705 -0.228 0.282
H -5.842 7.372 -2.974 0.448
H -6.541 6.631 -1.547 0.258
H -2.911 5.614 -2.163 0.367
H -4.047 6.062 -3.419 0.375
H -4.492 3.974 -1.224 -0.040
H -4.399 3.729 -2.962 0.434
H -5.793 4.555 -2.268 0.322
H -4.052 7.891 0.208 0.356
H -3.048 6.495 -0.091 0.336
H -6.029 6.300 0.633 0.239
H -4.723 6.260 1.811 0.385
H -4.873 4.970 0.619 0.132
```

Summary:
- E_tot (eV) = -127582.352
- HOMO level (eV) = -7.88
- E_LUMO (eV) = 0.53
- total charge = 0

4.
The following is a DFT calculation (ωB97M-V/def2-TZVPD) of a structure of composition C37H54N3OP2Sn.

Geometry as XYZ:
```
98
Properties=species:S:1:pos:R:3:mulliken_charge:R:1
C -2.071 -1.637 -1.030 -0.413
C 0.118 -1.408 -1.912 -0.614
C -2.376 -2.674 -1.922 -0.953
C -0.227 -2.299 -2.957 -1.108
C -1.424 -2.997 -2.936 -1.025
H -3.351 -3.133 -1.894 0.566
H 0.601 -2.549 -3.626 0.496
H -1.627 -3.797 -3.634 0.451
N -0.863 -1.039 -1.001 1.502
P -2.824 0.597 0.495 0.561
P 2.234 -0.610 -0.289 -0.039
C -3.172 -1.116 -0.100 -1.231
H -4.132 -1.124 -0.643 0.569
H -3.307 -1.798 0.763 0.654
C 0.502 3.067 1.912 0.205
O 0.802 4.048 2.388 -0.210
C 1.515 -1.054 -1.870 -0.947
H 1.979 -0.805 -2.805 0.990
C 3.717 0.634 -0.579 2.127
C 2.881 -2.375 -0.022 2.158
C -3.603 1.684 -0.863 1.961
C -3.715 0.669 2.158 1.855
C 3.312 2.032 -0.090 -1.529
H 3.126 2.054 0.991 0.230
H 4.147 2.723 -0.293 0.585
H 2.431 2.423 -0.600 0.167
C 4.951 0.229 0.242 -1.983
H 4.738 0.157 1.316 0.367
H 5.422 -0.703 -0.092 0.274
H 5.707 1.021 0.118 0.556
C 4.059 0.705 -2.062 -1.679
H 4.925 1.378 -2.183 0.549
H 4.367 -0.268 -2.466 0.177
H 3.235 1.104 -2.667 0.271
C 3.493 -2.461 1.385 -1.727
H 2.791 -2.077 2.138 0.298
H 3.679 -3.521 1.591 0.530
H 4.446 -1.929 1.474 0.279
C 1.699 -3.352 -0.094 -1.566
H 0.883 -3.059 0.577 -0.145
H 1.300 -3.459 -1.110 0.250
H 2.078 -4.330 0.225 0.731
C 3.887 -2.718 -1.141 -1.450
H 3.508 -2.462 -2.139 0.099
H 4.865 -2.251 -0.998 0.258
H 4.035 -3.803 -1.120 0.508
C -3.535 2.070 2.760 -1.734
H -3.912 2.052 3.797 0.505
H -2.476 2.374 2.797 0.183
H -4.101 2.842 2.215 0.326
C -3.078 -0.361 3.103 -1.803
H -3.175 -1.394 2.738 0.316
H -2.015 -0.151 3.297 0.177
H -3.604 -0.304 4.071 0.654
C -5.209 0.339 2.031 -1.627
H -5.603 0.165 3.048 0.506
H -5.797 1.165 1.606 0.342
H -5.400 -0.575 1.446 0.243
C -2.997 1.300 -2.226 -2.065
H -3.438 1.959 -2.985 0.724
H -1.917 1.448 -2.241 0.317
H -3.224 0.266 -2.504 0.242
C -3.266 3.153 -0.568 -1.533
H -2.183 3.320 -0.494 0.152
H -3.645 3.762 -1.402 0.517
H -3.740 3.514 0.354 0.248
C -5.125 1.508 -0.961 -1.573
H -5.434 0.455 -1.042 0.259
H -5.661 1.981 -0.129 0.306
H -5.457 2.013 -1.883 0.504
Sn -0.154 0.748 0.638 1.280
N 0.162 1.971 -1.228 -0.536
C 0.641 1.683 -2.287 1.275
C 0.855 1.713 -3.662 0.512
C 0.689 3.073 -3.887 -0.932
C 1.140 0.775 -4.717 0.119
C 0.778 3.584 -5.144 -1.057
H 0.469 3.659 -2.961 0.315
C 1.238 1.301 -6.009 -1.021
H 1.246 -0.300 -4.548 0.490
C 1.055 2.675 -6.189 -0.396
H 0.621 4.650 -5.276 0.429
H 1.442 0.616 -6.843 0.443
H 1.118 3.107 -7.179 0.422
N 0.245 -2.099 2.938 0.142
C 0.708 -1.686 4.170 0.620
C 1.387 -2.586 5.014 -0.249
C 1.826 -2.184 6.266 -0.616
C 1.599 -0.857 6.696 -0.525
C 0.954 0.047 5.847 -0.815
C 0.527 -0.339 4.585 0.194
H 0.287 -3.069 2.673 0.267
H -0.296 -1.482 2.347 -0.621
H 1.570 -3.622 4.646 0.292
H 2.352 -2.887 6.917 0.375
H 1.941 -0.544 7.681 0.374
H 0.781 1.076 6.166 0.372
H 0.074 0.358 3.887 0.056
```

Summary:
- E_tot (eV) = -70164.346
- HOMO level (eV) = -8.70
- E_LUMO (eV) = -3.16
- total charge = +1